No. 1
Molecular formula: C60H159CdN11O19
Method: DFT, the ωB97M-V functional and the def2-TZVPD basis

The net charge is 0. For the HOMO-LUMO gap, the calculation gives 8.562 eV. For the strongest force on any atom, the calculation gives 3.84 eV/Å.

Positions of all 250 atoms, in Å:
Cd 20.4953 19.0506 16.3747
C 20.9558 15.8415 18.9780
C 20.8465 16.9907 18.0665
O 19.8375 17.0481 17.3066
O 21.8054 17.7925 17.9905
H 21.8187 15.9481 19.6641
H 20.9939 14.9205 18.4071
H 20.0366 15.9378 19.5161
C 17.1655 21.7466 16.2484
C 18.3841 20.8899 16.2793
O 19.4397 21.3018 16.8872
O 18.4294 19.8241 15.5822
H 17.4260 22.8284 16.3733
H 16.4741 21.4250 17.0726
H 16.6069 21.6116 15.2955
C 8.5757 20.8381 14.2268
C 9.7379 21.2492 15.0775
C 10.9233 21.5033 14.1405
O 12.0361 21.6870 14.9626
C 13.2140 21.9541 14.2139
N 9.3966 22.3308 15.8832
H 7.6824 20.6404 14.8753
H 8.6938 19.9306 13.6496
H 8.2639 21.6280 13.5878
H 10.0160 20.4015 15.7072
H 10.6531 22.4624 13.5387
H 11.0123 20.6723 13.3645
H 13.1773 22.9749 13.7379
H 13.3666 21.2155 13.4628
H 13.9974 21.9895 14.9685
H 10.1947 22.7613 16.2989
H 9.0426 23.1478 15.2877
C 23.9374 18.1165 22.1991
C 23.2639 18.1072 20.8790
C 23.1264 19.5338 20.2564
O 22.1727 20.2638 21.0397
C 21.7898 21.4758 20.4507
N 24.1049 17.3499 19.9978
H 23.3438 18.6709 22.9232
H 24.8746 18.5815 22.0232
H 24.1256 17.0688 22.6478
H 22.2209 17.6877 20.9390
H 22.7239 19.3231 19.2740
H 24.1209 20.0024 20.3200
H 22.5937 22.1214 20.2028
H 21.1141 22.0861 21.0827
H 21.2616 21.2686 19.5122
H 24.4899 16.5315 20.4145
H 23.7321 17.0524 19.1321
C 11.6623 20.4668 8.8935
C 11.8860 20.5004 10.4336
C 12.2984 19.1213 10.9097
O 12.8090 19.1696 12.2595
C 12.0406 18.4647 13.2874
N 12.9827 21.4341 10.6680
H 10.7853 19.8484 8.6508
H 12.5745 20.0168 8.4436
H 11.5466 21.4538 8.4656
H 10.9136 20.7082 10.8457
H 13.0690 18.7257 10.2039
H 11.3661 18.6119 10.8072
H 12.3008 17.3742 13.3354
H 11.0217 18.4044 13.0298
H 12.2470 18.9268 14.2460
H 12.6514 22.3639 10.4549
H 13.1803 21.4111 11.6776
C 17.6987 13.9494 18.0627
C 16.7725 15.1615 18.2907
C 16.4963 15.7069 16.9097
O 15.7753 16.9159 16.9722
C 15.8887 17.7172 15.8280
N 15.5872 14.8393 19.1315
H 17.9538 13.3116 18.9230
H 18.6276 14.4199 17.8130
H 17.4048 13.2155 17.2575
H 17.3352 15.9594 18.7995
H 15.9238 14.9703 16.3859
H 17.4593 15.9146 16.4238
H 16.9158 18.0831 15.6437
H 15.1317 18.5074 16.0627
H 15.3894 17.1567 14.9450
H 15.3323 13.8662 19.2525
H 14.8540 15.5795 18.9688
C 24.2226 19.7775 15.1028
C 23.5908 20.1934 16.3962
C 24.3631 21.2549 17.2214
O 25.4826 20.6715 17.8131
C 26.0455 21.5602 18.7406
N 22.2419 20.6570 15.9917
H 23.7589 18.8533 14.6214
H 25.2916 19.5840 15.2119
H 24.0704 20.6473 14.4335
H 23.4596 19.3268 17.0587
H 23.6880 21.5361 18.0168
H 24.6010 22.0934 16.5418
H 26.9236 21.0889 19.1651
H 25.3356 21.8593 19.5061
H 26.4130 22.4190 18.2229
H 22.1195 21.1044 15.0940
H 21.7129 21.2945 16.5812
C 20.8912 20.0607 10.7807
C 21.9476 21.0518 11.3456
C 21.3524 22.1781 12.1522
O 20.7120 21.7322 13.3611
C 19.7526 22.6392 13.8953
N 23.0440 20.4804 12.0850
H 21.4925 19.3102 10.2033
H 20.1034 20.5708 10.1997
H 20.4464 19.5284 11.6296
H 22.4508 21.5758 10.4828
H 20.4962 22.5329 11.6021
H 22.0902 22.9483 12.3695
H 19.8612 23.7140 13.6803
H 19.7327 22.4922 14.9767
H 18.7704 22.2830 13.4518
H 23.4933 19.7973 11.4660
H 22.6591 19.9009 12.8771
C 16.0069 24.1067 19.1029
C 17.4434 23.7847 19.2952
C 18.3472 24.9864 19.1319
O 19.7877 24.6977 19.1136
C 20.2043 24.2173 17.9075
N 17.7126 23.2545 20.6320
H 15.5559 24.8861 19.7821
H 15.4741 23.1696 19.2679
H 15.8796 24.4211 18.0248
H 17.7518 23.0860 18.5042
H 18.2416 25.5633 20.0734
H 18.1667 25.5482 18.2883
H 21.2098 23.7626 18.0779
H 20.3556 25.0778 17.2142
H 19.5507 23.4508 17.4066
H 18.7074 23.1059 20.6706
H 17.3461 23.9061 21.2755
C 13.0050 18.9779 18.0325
C 12.7893 20.4631 17.9306
C 12.2934 21.0802 19.2607
O 11.1563 20.4229 19.8546
C 10.0211 20.7862 19.1252
N 13.9937 21.2277 17.5630
H 13.2960 18.5346 17.1123
H 12.1263 18.4342 18.4028
H 13.7150 18.7624 18.8084
H 12.1076 20.5972 17.1126
H 12.1433 22.1767 19.1077
H 13.0250 20.9299 20.0346
H 9.6714 21.8035 19.3152
H 9.2738 20.0763 19.4941
H 10.1190 20.7083 18.0462
H 14.7672 21.2617 18.2432
H 13.7413 22.2403 17.4417
C 17.0535 23.2057 10.1854
C 16.6557 21.7209 10.0765
C 16.4700 20.9530 11.3760
O 16.4500 19.5320 11.1094
C 16.3385 18.9263 12.3637
N 15.5822 21.5761 9.0984
H 16.2281 23.9100 10.2777
H 17.6716 23.4961 9.3434
H 17.7286 23.4570 11.0165
H 17.5238 21.2421 9.6124
H 15.5507 21.2272 11.9589
H 17.2852 21.0826 12.0958
H 16.9990 19.2693 13.1667
H 16.5468 17.8642 12.1822
H 15.2914 19.0149 12.6515
H 14.6745 21.6663 9.4830
H 15.5532 20.6656 8.6717
C 11.9523 26.0750 18.1960
C 12.3361 25.2936 16.9700
C 13.7468 25.5950 16.4931
O 14.2636 24.5776 15.5332
C 15.5813 24.9012 15.1927
N 12.2694 23.9011 17.3282
H 12.7261 25.7578 18.8747
H 10.9331 25.9037 18.5274
H 11.9542 27.1714 17.9574
H 11.5903 25.5778 16.1667
H 14.4315 25.5696 17.3310
H 13.8168 26.6083 16.0544
H 15.5426 25.8178 14.6524
H 15.9130 24.0203 14.6659
H 16.1779 25.0697 16.0921
H 12.4699 23.2642 16.6006
H 11.4138 23.7001 17.8522
C 15.2224 12.9024 14.5787
C 16.3508 13.2751 13.6813
C 17.5104 12.2392 13.6339
O 18.2146 12.2664 14.8738
C 19.2705 11.3391 14.9011
N 15.8448 13.5594 12.2845
H 15.4917 12.8128 15.6822
H 14.7832 11.9396 14.2801
H 14.4176 13.5977 14.5403
H 16.8173 14.1968 13.9824
H 18.1515 12.5820 12.7988
H 17.2687 11.2576 13.3521
H 18.9182 10.3334 14.9529
H 19.7949 11.5311 15.8403
H 19.9804 11.3959 14.0250
H 16.6121 13.9024 11.7346
H 15.5083 12.7256 11.7540
C 19.3717 26.7793 14.9949
C 18.6687 27.5551 13.9327
C 18.1091 26.6430 12.8320
O 17.5266 28.2656 14.5687
H 18.7485 25.9219 15.2531
H 19.4205 27.2992 15.9309
H 20.3056 26.4898 14.6221
H 19.3996 28.2338 13.4585
H 17.5783 27.2840 12.0995
H 17.3470 25.9831 13.2011
H 18.9021 26.2238 12.2572
H 16.8245 28.4115 13.9068
C 15.4203 28.5574 18.8365
C 16.1274 28.8355 17.5186
C 17.3633 29.7397 17.7091
O 16.5119 27.5318 17.0426
H 14.5752 27.8489 18.8105
H 15.1158 29.4986 19.3388
H 16.1505 28.1000 19.5091
H 15.4753 29.3577 16.7817
H 17.8356 29.8751 16.7775
H 18.1479 29.4043 18.3869
H 17.1291 30.7687 18.0854
H 17.0044 27.6437 16.2317
C 19.3665 16.6367 12.6096
C 20.0591 16.8104 13.9860
C 20.9795 15.6482 14.2858
O 20.8046 18.1266 14.0889
H 18.8148 17.4617 12.3292
H 18.6980 15.7896 12.6430
H 20.0882 16.4370 11.8545
H 19.3543 16.9502 14.7459
H 20.3969 14.7947 14.1144
H 21.3769 15.6859 15.2701
H 21.8813 15.6753 13.6262
H 20.2237 18.8019 13.7056
C 18.4768 19.4865 19.9701
C 17.0054 19.5712 19.5860
C 16.1258 19.2070 20.7044
O 16.6336 21.0204 19.2650
H 19.1831 19.8395 19.2250
H 18.6906 18.4358 20.2747
H 18.7568 19.9952 20.9032
H 16.7697 19.0032 18.6782
H 15.1125 19.3438 20.4903
H 16.3925 19.8476 21.5375
H 16.2288 18.1724 21.0938
H 16.8969 21.5019 20.0767

No. 2
Molecular formula: C25H33O2Sn
Method: DFT, the ωB97M-V functional and the def2-TZVPD basis

The net charge is -1. For the HOMO-LUMO gap, the calculation gives 5.723 eV. The energy relative to the best compared isomer or geometry (same formula, charge and spin) comes out at 0.159 eV. For the strongest force on any atom, the calculation gives 3.36 eV/Å.

Positions of all 61 atoms, in Å:
O 1.7739 1.4381 -1.7297
C 2.0794 0.2306 -2.4937
C 3.0827 0.8253 -3.4642
H 1.1929 -0.1275 -3.0457
H 2.4868 -0.5165 -1.8017
C 2.6287 2.1357 -2.7833
H 2.8012 0.7401 -4.5185
H 4.1114 0.5148 -3.2718
C 1.7910 2.9581 -3.7561
H 1.0948 2.3172 -4.3103
H 2.4176 3.4723 -4.5132
H 1.2320 3.7388 -3.2262
C 3.7801 2.9855 -2.2558
H 4.5194 2.3677 -1.7434
H 3.3994 3.7314 -1.5511
H 4.2993 3.5257 -3.0703
Sn -0.2341 0.4488 0.5874
C 0.0145 1.6859 4.4978
C -0.6865 0.4854 4.2205
C 0.1817 -0.3889 3.5120
H -1.7014 0.2620 4.5276
C 1.4674 0.2224 3.4754
C 1.3642 1.5059 4.0773
H 2.1711 2.2171 4.2240
H -0.4149 2.5612 4.9746
H -0.0757 -1.3756 3.1434
H 2.3795 -0.2242 3.1005
C -2.9234 2.8102 1.9293
C -1.8976 3.8120 1.8453
C -1.1589 3.5844 0.6749
H -1.7303 4.6018 2.5815
C -1.7181 2.4422 -0.0216
C -2.8343 2.0027 0.7787
H -3.5141 1.1983 0.5163
H -3.6564 2.7342 2.7339
H -0.3248 4.1869 0.3159
H -1.5666 2.2157 -1.0781
O 0.5176 -3.4296 -3.2673
C -0.2420 -2.7543 -2.2136
C 0.7011 -2.6224 -0.9957
H -1.0724 -3.3989 -1.8667
H -0.6747 -1.8309 -2.6450
C 1.3706 -4.0053 -1.0229
H 0.1781 -2.2863 -0.0954
H 1.4310 -1.8383 -1.2124
C 1.4583 -4.2902 -2.5572
H 0.7253 -4.8178 -0.6321
H 2.3646 -3.9620 -0.5418
H 1.2864 -5.3671 -2.8035
H 2.4954 -4.0565 -2.8701
C -4.2290 -2.7812 1.9825
C -4.1260 -1.5560 2.6389
C -3.0543 -0.6812 2.3340
C -2.0464 -1.0123 1.4327
C -2.1097 -2.2901 0.8910
C -3.2248 -3.1355 1.0842
H -5.0915 -3.4274 2.1509
H -4.8679 -1.2829 3.3911
H -3.0391 0.2632 2.8747
H -1.2737 -2.6833 0.3187
H -3.3091 -4.0798 0.5433

No. 3
Molecular formula: C3H4InLiO3
Method: DFT, the ωB97M-V functional and the def2-TZVPD basis

The net charge is +2. For the HOMO-LUMO gap, the calculation gives 7.338 eV. The energy relative to the best compared isomer or geometry (same formula, charge and spin) comes out at 1.214 eV. For the strongest force on any atom, the calculation gives 4.86 eV/Å.

Positions of all 12 atoms, in Å:
O -0.5373 -0.7191 0.7783
C -1.4686 0.0899 0.3104
C 0.8821 -0.4550 0.6698
O -2.6581 -0.1749 0.5281
O -1.1539 1.1488 -0.3615
C 1.4503 -0.4926 -0.7044
H 1.3617 -1.0505 1.4539
H 1.0774 0.6822 1.0840
H 1.1959 -1.4091 -1.2567
H 2.5401 -0.3476 -0.6340
In 0.4671 1.3012 -1.3705
Li -3.1567 1.4268 -0.4975

Respective lowest unoccupied orbital energy values: 0.0137 0.0859 -0.4552 hartree.
Respective E_HOMO values: -8.2 -3.4 -19.7 eV.